# 1
{
  "formula": "C34H44ClN4O5S3Ti",
  "method": "ωB97M-V/def2-TZVPD",
  "elements": ["Ti", "C", "C", "N", "C", "C", "S", "C", "C", "N", "H", "H", "H", "H", "H", "H", "H", "H", "H", "H", "H", "H", "H", "H", "C", "N", "C", "C", "N", "C", "S", "H", "H", "H", "H", "H", "H", "H", "H", "C", "C", "C", "C", "Cl", "C", "C", "C", "O", "C", "C", "O", "O", "H", "H", "H", "H", "H", "H", "H", "H", "O", "C", "O", "S", "C", "C", "C", "C", "C", "C", "C", "C", "C", "C", "C", "C", "C", "C", "H", "H", "H", "H", "H", "H", "H", "H", "H", "H", "H", "H", "H", "H"],
  "coordinates": [[-0.877, 0.182, -0.017], [-3.714, -0.194, -1.437], [-3.521, 1.253, -1.004], [-2.720, 1.382, 0.243], [-3.484, 1.224, 1.505], [-3.944, -0.197, 1.811], [-2.655, -1.478, 1.623], [-3.394, -2.591, 0.396], [-2.763, -2.416, -0.983], [-2.480, -0.999, -1.273], [-4.053, -0.202, -2.476], [-4.503, -0.659, -0.850], [-4.494, 1.737, -0.886], [-2.981, 1.791, -1.779], [-2.378, 2.342, 0.252], [-4.365, 1.872, 1.484], [-2.843, 1.580, 2.311], [-4.794, -0.482, 1.196], [-4.285, -0.220, 2.845], [-4.470, -2.428, 0.392], [-3.233, -3.610, 0.746], [-3.422, -2.851, -1.741], [-1.816, -2.953, -1.023], [-1.966, -0.966, -2.150], [1.732, -3.204, 2.506], [2.383, -2.072, 1.864], [3.636, -1.489, 2.370], [4.017, -0.489, 1.262], [2.794, -0.459, 0.446], [1.957, -1.446, 0.788], [0.517, -1.864, -0.066], [2.124, -3.288, 3.514], [1.939, -4.125, 1.961], [0.656, -3.046, 2.544], [4.383, -2.268, 2.512], [3.448, -1.007, 3.331], [4.861, -0.837, 0.666], [4.244, 0.498, 1.656], [2.774, -0.085, -0.489], [3.376, 2.549, 6.050], [2.854, 1.142, 5.977], [3.435, 0.113, 6.701], [2.911, -1.173, 6.667], [3.658, -2.427, 7.596], [1.797, -1.457, 5.905], [1.216, -0.447, 5.143], [1.739, 0.834, 5.195], [1.219, 1.899, 4.482], [-0.056, 1.752, 3.927], [0.051, 1.325, 2.473], [0.691, 2.166, 1.733], [-0.536, 0.350, 1.964], [4.315, 2.580, 6.598], [2.661, 3.195, 6.561], [3.535, 2.970, 5.058], [4.301, 0.317, 7.318], [1.377, -2.454, 5.914], [0.340, -0.678, 4.548], [-0.519, 2.741, 3.908], [-0.698, 1.060, 4.476], [0.990, 2.638, -0.452], [0.434, 1.858, 0.248], [-0.508, 0.639, -1.903], [-0.065, 1.751, -2.906], [1.738, 1.704, -3.050], [2.352, 0.497, -3.694], [2.222, -0.770, -3.129], [2.803, -1.870, -3.743], [3.520, -1.713, -4.922], [3.652, -0.453, -5.487], [3.066, 0.648, -4.878], [-0.509, 0.958, -4.450], [-1.995, 0.995, -4.715], [-2.582, -0.124, -5.301], [-3.934, -0.127, -5.616], [-4.714, 0.989, -5.343], [-4.134, 2.108, -4.761], [-2.781, 2.113, -4.451], [2.077, 1.897, -2.032], [1.937, 2.613, -3.624], [1.653, -0.906, -2.216], [2.695, -2.852, -3.299], [3.977, -2.570, -5.398], [4.211, -0.325, -6.404], [3.179, 1.630, -5.321], [-0.150, -0.068, -4.353], [0.071, 1.443, -5.240], [-1.975, -0.994, -5.525], [-4.375, -0.997, -6.083], [-5.763, 0.996, -5.604], [-4.732, 2.988, -4.564], [-2.340, 3.009, -4.028]],
  "charge": 2,
  "de_lowest_kcal_mol": 14.10,
  "spin_multiplicity": 2,
  "e_homo_ev": [-12.7, -12.7],
  "homo_lumo_gap_ev": [7.5, 7.4],
  "energy_ev": -120304.0624
}

=====

# 2
{
  "formula": "C34H44CoN4O2P2SSi2",
  "method": "ωB97M-V/def2-TZVPD",
  "elements": ["Co", "C", "Si", "C", "C", "N", "P", "C", "P", "N", "Si", "C", "C", "C", "C", "C", "C", "C", "C", "C", "C", "C", "C", "C", "C", "C", "C", "C", "C", "C", "C", "C", "C", "C", "C", "C", "C", "C", "H", "H", "H", "H", "H", "H", "H", "H", "H", "H", "H", "H", "H", "H", "H", "H", "H", "H", "H", "H", "H", "H", "H", "H", "H", "H", "H", "H", "H", "H", "H", "H", "H", "H", "H", "H", "H", "H", "C", "O", "C", "O", "N", "N", "H", "H", "H", "H", "H", "H", "S", "C"],
  "coordinates": [[-0.693, -1.348, -0.008], [2.648, -3.566, 2.109], [3.308, -2.474, 0.781], [4.345, -1.206, 1.660], [4.412, -3.345, -0.409], [1.835, -1.741, -0.029], [1.620, -0.125, -0.678], [0.096, 0.048, -1.260], [-1.214, 0.999, -0.746], [-2.345, -0.068, -0.311], [-4.038, 0.100, -0.312], [-4.734, 0.183, -2.032], [-4.791, -1.389, 0.530], [-4.652, 1.586, 0.629], [-1.791, 2.074, -2.114], [-2.431, 3.294, -1.919], [-2.959, 3.998, -2.999], [-2.854, 3.479, -4.279], [-2.216, 2.263, -4.483], [-1.686, 1.565, -3.406], [-0.959, 2.169, 0.632], [-1.474, 1.868, 1.888], [-1.327, 2.760, 2.945], [-0.648, 3.955, 2.757], [-0.101, 4.252, 1.515], [-0.257, 3.362, 0.460], [2.884, -0.117, -2.010], [4.255, -0.042, -1.787], [5.156, -0.158, -2.841], [4.683, -0.365, -4.128], [3.320, -0.447, -4.358], [2.422, -0.322, -3.300], [2.247, 0.949, 0.637], [3.084, 2.022, 0.362], [3.491, 2.878, 1.382], [3.039, 2.671, 2.672], [2.168, 1.624, 2.945], [1.766, 0.769, 1.928], [3.482, -3.984, 2.686], [2.055, -4.389, 1.707], [2.026, -2.973, 2.787], [5.158, -1.779, 2.125], [3.801, -0.691, 2.453], [4.801, -0.451, 1.021], [5.362, -3.599, 0.078], [4.631, -2.701, -1.267], [3.942, -4.256, -0.777], [-4.190, -0.507, -2.685], [-4.638, 1.189, -2.457], [-5.796, -0.088, -2.046], [-4.793, -2.284, -0.105], [-5.838, -1.179, 0.781], [-4.263, -1.621, 1.463], [-4.164, 2.508, 0.297], [-4.450, 1.474, 1.700], [-5.733, 1.714, 0.496], [-2.524, 3.706, -0.921], [-3.450, 4.950, -2.835], [-3.269, 4.023, -5.120], [-2.133, 1.856, -5.484], [-1.179, 0.617, -3.550], [-2.002, 0.931, 2.023], [-1.742, 2.519, 3.917], [-0.538, 4.654, 3.578], [0.439, 5.179, 1.365], [0.169, 3.601, -0.510], [4.636, 0.113, -0.789], [6.221, -0.096, -2.653], [5.380, -0.463, -4.952], [2.948, -0.609, -5.362], [1.350, -0.382, -3.456], [3.428, 2.195, -0.649], [4.156, 3.704, 1.162], [3.356, 3.333, 3.470], [1.792, 1.475, 3.949], [1.092, -0.055, 2.143], [-2.772, -4.206, 3.842], [-1.819, -3.173, 3.564], [-1.603, -2.788, 2.303], [-0.910, -1.814, 2.084], [-2.199, -3.510, 1.319], [-1.920, -3.109, 0.007], [-2.919, -4.196, 4.915], [-2.379, -5.181, 3.547], [-3.721, -4.004, 3.346], [-2.540, -4.439, 1.491], [-2.785, -2.923, -0.483], [-1.325, -3.793, -0.468], [0.968, -4.138, -0.880], [0.787, -2.518, -0.589]],
  "charge": 0,
  "de_lowest_kcal_mol": 0.00,
  "spin_multiplicity": 2,
  "e_homo_ev": [-7.0, -6.9],
  "homo_lumo_gap_ev": [7.3, 7.3],
  "energy_ev": -128825.1035
}

=====

# 3
{
  "formula": "C34H44GeN6O5Ti",
  "method": "ωB97M-V/def2-TZVPD",
  "elements": ["Ti", "O", "C", "O", "C", "O", "C", "C", "O", "O", "H", "H", "H", "H", "H", "C", "N", "C", "C", "N", "C", "C", "N", "C", "C", "N", "C", "N", "C", "C", "C", "N", "C", "H", "H", "H", "H", "H", "H", "H", "H", "H", "H", "H", "H", "H", "H", "H", "H", "H", "H", "H", "H", "H", "H", "H", "H", "C", "C", "C", "C", "C", "C", "Ge", "C", "C", "C", "C", "C", "C", "C", "C", "C", "C", "C", "C", "H", "H", "H", "H", "H", "H", "H", "H", "H", "H", "H", "H", "H", "H", "H"],
  "coordinates": [[-0.893, -0.057, -0.139], [0.439, 0.460, 3.833], [0.555, 0.773, 2.575], [-0.383, 0.655, 1.779], [1.942, 1.313, 2.283], [2.114, 1.815, 0.987], [2.751, 0.959, 0.036], [1.585, 0.140, -0.449], [1.224, -0.918, 0.230], [0.753, 0.593, -1.257], [-0.449, 0.135, 4.057], [2.100, 2.136, 2.985], [2.664, 0.529, 2.540], [3.151, 1.586, -0.757], [3.530, 0.344, 0.486], [-4.610, 2.530, 0.501], [-3.451, 3.265, 0.027], [-3.332, 4.715, 0.246], [-1.826, 4.960, 0.089], [-1.325, 3.662, -0.388], [-0.067, 3.589, -1.111], [-2.286, 2.741, -0.366], [-2.097, 1.436, -0.701], [-3.058, 0.822, -1.646], [-3.660, -0.400, -0.982], [-2.494, -1.179, -0.472], [-2.783, -2.474, -0.123], [-3.594, -2.818, 0.861], [-4.174, -1.941, 1.861], [-3.841, -4.273, 0.841], [-2.665, -4.757, -0.004], [-2.258, -3.541, -0.748], [-2.208, -3.607, -2.215], [-5.167, 3.171, 1.180], [-4.293, 1.644, 1.051], [-5.278, 2.242, -0.312], [-3.693, 4.966, 1.242], [-3.927, 5.260, -0.486], [-1.337, 5.236, 1.023], [-1.607, 5.726, -0.652], [0.022, 4.468, -1.749], [-0.053, 2.701, -1.733], [0.778, 3.566, -0.424], [-2.494, 0.491, -2.525], [-3.803, 1.527, -2.016], [-4.228, -0.987, -1.707], [-4.335, -0.103, -0.179], [-3.579, -1.032, 1.936], [-4.178, -2.451, 2.823], [-5.202, -1.681, 1.606], [-4.816, -4.468, 0.391], [-3.831, -4.678, 1.850], [-2.913, -5.564, -0.687], [-1.832, -5.069, 0.626], [-3.118, -4.074, -2.594], [-1.346, -4.188, -2.531], [-2.127, -2.601, -2.620], [-0.407, -4.868, 3.457], [0.739, -5.444, 2.929], [1.439, -4.800, 1.917], [0.992, -3.582, 1.402], [-0.170, -3.021, 1.931], [-0.862, -3.655, 2.955], [2.139, -2.720, 0.104], [3.853, -2.287, 0.823], [4.975, -2.069, 0.021], [6.176, -1.688, 0.604], [6.259, -1.517, 1.979], [5.145, -1.731, 2.784], [3.944, -2.122, 2.211], [1.968, -2.968, -1.790], [2.999, -3.585, -2.503], [2.918, -3.698, -3.885], [1.820, -3.186, -4.560], [0.783, -2.588, -3.855], [0.852, -2.488, -2.474], [-0.939, -5.358, 4.262], [1.101, -6.387, 3.316], [2.351, -5.253, 1.542], [-0.579, -2.081, 1.567], [-1.754, -3.200, 3.369], [4.918, -2.178, -1.055], [7.049, -1.530, -0.015], [7.199, -1.226, 2.429], [5.222, -1.615, 3.857], [3.088, -2.326, 2.845], [3.860, -3.994, -1.988], [3.716, -4.182, -4.432], [1.765, -3.264, -5.637], [-0.081, -2.209, -4.388], [0.006, -2.070, -1.931]],
  "charge": 3,
  "de_lowest_kcal_mol": 0.00,
  "spin_multiplicity": 2,
  "e_homo_ev": [-16.5, -16.5],
  "homo_lumo_gap_ev": [8.0, 8.4],
  "energy_ev": -134760.6837
}

=====

# 4
{
  "formula": "C34H44GeN9O4PdS3Se",
  "method": "ωB97M-V/def2-TZVPD",
  "elements": ["Pd", "S", "N", "C", "C", "C", "C", "C", "N", "C", "C", "N", "C", "C", "C", "C", "C", "N", "H", "H", "H", "H", "H", "H", "C", "C", "C", "C", "C", "C", "C", "S", "O", "O", "N", "C", "C", "C", "O", "O", "H", "H", "H", "H", "H", "H", "H", "H", "H", "H", "H", "H", "C", "C", "C", "N", "N", "C", "N", "S", "H", "H", "H", "H", "H", "H", "H", "C", "Ge", "C", "C", "C", "Se", "C", "H", "H", "H", "H", "H", "H", "H", "H", "H", "H", "H", "H", "H", "H", "C", "C", "C", "N", "H", "H", "H", "H", "H"],
  "coordinates": [[0.178, 1.136, 0.609], [5.586, 0.724, 6.016], [3.971, 0.764, 6.181], [3.504, 0.862, 4.938], [2.110, 0.923, 4.562], [1.070, 0.992, 5.493], [-0.238, 1.064, 5.061], [-0.481, 1.047, 3.682], [0.489, 0.994, 2.774], [1.773, 0.960, 3.193], [2.815, 1.009, 2.165], [2.406, 1.121, 0.884], [3.344, 1.312, -0.036], [4.710, 1.378, 0.229], [5.132, 1.225, 1.525], [4.186, 1.033, 2.535], [4.525, 0.905, 3.929], [5.765, 0.830, 4.415], [1.307, 0.977, 6.552], [-1.054, 1.130, 5.760], [-1.494, 1.117, 3.311], [2.994, 1.488, -1.044], [5.417, 1.551, -0.561], [6.178, 1.242, 1.792], [-3.832, 2.050, -6.307], [-3.453, 1.041, -5.252], [-3.542, 1.350, -3.890], [-3.156, 0.455, -2.906], [-2.699, -0.808, -3.275], [-2.613, -1.159, -4.627], [-2.994, -0.236, -5.592], [-2.049, -1.875, -2.059], [-2.643, -1.568, -0.777], [-2.012, -3.213, -2.539], [-0.480, -1.376, -1.862], [0.417, -1.341, -3.032], [1.569, -0.338, -2.789], [0.975, 1.007, -2.616], [1.337, 1.837, -3.531], [0.181, 1.339, -1.685], [-4.436, 2.844, -5.871], [-4.398, 1.582, -7.120], [-2.939, 2.489, -6.746], [-3.936, 2.310, -3.608], [-3.258, 0.718, -1.859], [-2.296, -2.151, -4.906], [-2.959, -0.520, -6.630], [-0.571, -0.435, -1.463], [-0.119, -1.061, -3.951], [0.825, -2.334, -3.170], [2.311, -0.428, -3.586], [2.086, -0.580, -1.845], [3.293, 5.953, -0.660], [2.656, 5.671, 0.705], [1.351, 4.987, 0.525], [1.156, 3.752, 0.853], [-0.109, 3.303, 0.477], [-0.853, 4.235, -0.088], [-2.110, 4.046, -0.530], [-0.024, 5.743, -0.230], [4.275, 6.411, -0.524], [2.675, 6.633, -1.232], [3.429, 5.019, -1.204], [2.534, 6.593, 1.272], [3.271, 4.993, 1.297], [-2.420, 3.089, -0.602], [-2.606, 4.769, -1.019], [0.058, -6.929, -0.462], [0.788, -5.532, 0.634], [2.497, -4.807, 0.131], [0.704, -5.882, 2.521], [-0.585, -4.030, 0.179], [-0.420, -2.314, 0.919], [-1.587, -2.502, 2.424], [0.703, -7.804, -0.387], [-0.017, -6.613, -1.499], [-0.935, -7.207, -0.103], [3.295, -5.504, 0.370], [2.679, -3.906, 0.714], [2.538, -4.575, -0.938], [1.346, -6.733, 2.757], [-0.305, -6.127, 2.851], [1.067, -5.030, 3.096], [-1.584, -4.393, 0.418], [-0.495, -3.951, -0.899], [-1.271, -3.383, 2.975], [-2.602, -2.635, 2.060], [-1.502, -1.636, 3.061], [-5.052, -0.708, 1.342], [-4.647, 0.712, 0.907], [-3.152, 0.819, 0.806], [-2.011, 0.842, 0.695], [-6.141, -0.807, 1.378], [-4.670, -0.898, 2.345], [-4.648, -1.467, 0.666], [-5.011, 1.465, 1.603], [-5.059, 0.954, -0.077]],
  "charge": 3,
  "de_lowest_kcal_mol": 0.00,
  "spin_multiplicity": 5,
  "e_homo_ev": [-15.9, -15.9],
  "homo_lumo_gap_ev": [8.1, 4.8],
  "energy_ev": -215394.7566
}

=====

# 5
{
  "formula": "C34H44N",
  "method": "ωB97M-V/def2-TZVPD",
  "elements": ["C", "C", "C", "C", "C", "C", "C", "C", "C", "C", "C", "C", "C", "C", "C", "C", "C", "C", "C", "C", "C", "C", "H", "H", "H", "H", "H", "H", "H", "H", "H", "H", "H", "H", "H", "H", "H", "H", "H", "H", "H", "H", "H", "H", "H", "H", "H", "H", "H", "H", "H", "C", "C", "C", "C", "N", "C", "C", "C", "C", "C", "C", "C", "C", "H", "H", "H", "H", "H", "H", "H", "H", "H", "H", "H", "H", "H", "H", "H"],
  "coordinates": [[-5.652, 2.933, -0.781], [-4.795, 1.882, -1.416], [-4.178, 0.935, -0.596], [-3.324, -0.049, -1.100], [-2.825, -1.109, -0.148], [-3.006, -0.027, -2.478], [-1.980, -0.957, -3.110], [-2.680, -2.220, -3.658], [-0.746, -1.385, -2.258], [-0.077, -0.314, -1.481], [1.268, 0.035, -1.700], [1.593, 1.411, -1.974], [0.527, 2.400, -2.365], [2.926, 1.793, -1.975], [3.970, 0.880, -1.771], [5.397, 1.350, -1.718], [3.653, -0.488, -1.711], [2.339, -0.943, -1.693], [2.044, -2.423, -1.626], [-3.743, 0.825, -3.337], [-3.647, 0.737, -4.845], [-4.568, 1.807, -2.791], [-6.083, 3.611, -1.517], [-6.470, 2.504, -0.194], [-5.047, 3.521, -0.083], [-4.370, 0.976, 0.482], [-3.000, -2.128, -0.528], [-1.755, -1.007, 0.075], [-3.342, -1.029, 0.821], [-1.566, -0.415, -3.981], [-3.550, -1.959, -4.278], [-1.980, -2.804, -4.271], [-3.029, -2.850, -2.822], [-0.994, -2.245, -1.608], [-0.008, -1.769, -2.982], [-0.710, 0.377, -0.926], [0.993, 3.369, -2.577], [-0.007, 2.084, -3.275], [-0.228, 2.564, -1.587], [3.180, 2.840, -2.170], [6.032, 0.623, -1.197], [5.820, 1.473, -2.731], [5.481, 2.329, -1.221], [4.466, -1.218, -1.666], [2.923, -2.983, -1.293], [1.240, -2.650, -0.911], [1.731, -2.834, -2.599], [-4.402, 1.396, -5.304], [-2.666, 1.072, -5.225], [-3.834, -0.274, -5.243], [-5.029, 2.535, -3.458], [5.050, -2.038, 1.851], [3.921, -2.318, 1.062], [2.740, -1.632, 1.293], [2.636, -0.652, 2.289], [1.362, -0.106, 2.517], [0.828, 0.105, 3.662], [-0.360, 1.077, 3.760], [-1.383, 0.714, 4.845], [-0.721, 0.440, 6.192], [0.239, -0.734, 6.052], [1.334, -0.455, 5.004], [3.812, -0.280, 2.992], [5.008, -0.969, 2.772], [5.961, -2.630, 1.726], [3.960, -3.083, 0.284], [1.829, -1.851, 0.741], [0.079, 2.070, 3.979], [-0.836, 1.146, 2.770], [-2.138, 1.501, 4.926], [-1.918, -0.194, 4.527], [-0.186, 1.327, 6.552], [-1.484, 0.218, 6.943], [0.708, -0.981, 7.013], [-0.316, -1.625, 5.728], [1.904, -1.384, 4.854], [2.040, 0.304, 5.393], [3.740, 0.523, 3.730], [5.896, -0.673, 3.344]],
  "charge": 1,
  "de_lowest_kcal_mol": 52.37,
  "e_homo_ev": -10.4,
  "homo_lumo_gap_ev": 5.1,
  "energy_ev": -37455.0325
}